Record 1
34
Properties=species:S:1:pos:R:3:forces:R:3 method="wB97M-V/def2-TZVPD" total_charge=-2 energy_ev=-25436.047 homo_lumo_gap_ev=5.5 e_above_lowest_kcal_mol=4.0
Cs 0.744 -0.044 0.600 -0.258 -0.330 -0.118
O 0.981 2.327 -0.679 0.143 0.396 -0.282
C 1.555 2.891 -1.653 0.014 0.158 -0.006
C 1.616 4.326 -1.728 -0.067 0.155 0.039
C 2.168 5.013 -2.783 -0.012 -0.178 0.018
C 2.721 4.316 -3.861 0.062 0.256 -0.122
C 2.710 2.933 -3.818 -0.029 -0.152 0.063
C 2.180 2.192 -2.757 -0.018 0.448 0.075
C 2.304 0.744 -2.854 0.155 -0.397 -0.117
N 2.164 -0.117 -1.926 -0.016 0.773 -0.375
N 2.449 -1.418 -2.265 0.240 -0.657 -0.275
C 1.416 -2.229 -2.199 -0.327 0.649 0.197
O 0.208 -1.930 -1.968 0.184 -0.370 -0.015
C 1.774 -3.672 -2.447 0.207 -0.226 -0.064
C 3.095 -4.088 -2.631 -0.059 -0.040 -0.016
C 3.392 -5.425 -2.839 0.015 -0.100 -0.017
C 2.379 -6.378 -2.871 -0.008 0.016 0.007
C 1.065 -5.972 -2.689 0.020 -0.097 -0.016
C 0.769 -4.632 -2.478 -0.087 0.081 0.025
H 1.173 4.863 -0.895 -0.001 -0.035 0.009
H 2.169 6.100 -2.777 0.001 0.004 -0.003
H 3.151 4.847 -4.704 0.001 -0.050 -0.003
H 3.149 2.386 -4.649 -0.010 -0.064 0.021
H 2.599 0.387 -3.852 0.025 -0.076 0.042
H 3.876 -3.341 -2.605 -0.037 0.054 0.016
H 4.423 -5.738 -2.974 0.012 0.034 -0.001
H 2.613 -7.425 -3.028 0.008 0.000 -0.007
H 0.269 -6.710 -2.706 -0.023 0.026 0.006
H -0.248 -4.293 -2.320 0.012 0.037 0.001
C 0.122 -1.807 3.979 -0.064 -0.311 0.522
O 0.320 -0.890 3.021 -0.094 -0.180 0.569
H 0.130 -1.402 5.036 -0.021 -0.064 -0.147
H 0.887 -2.637 4.012 -0.071 0.132 -0.031
H -0.858 -2.362 3.913 0.103 0.107 0.004

***

Record 2
35
Properties=species:S:1:pos:R:3:forces:R:3 method="wB97M-V/def2-TZVPD" multiplicity=5 energy_ev=-61874.298 s_squared=6.147 homo_lumo_gap_ev="6.9 / 5.6" e_above_lowest_kcal_mol=0.0
C 3.127 -2.183 0.197 -0.558 -0.061 -0.283
O 2.311 -2.189 -0.994 -0.054 0.347 -0.073
C 1.197 -1.375 -1.059 -0.753 -0.029 1.957
C 0.366 -1.123 0.041 1.287 -0.537 -0.693
C -0.640 -0.019 -0.004 -0.143 0.415 0.400
C -0.819 0.696 -1.306 -0.178 -1.729 -1.476
C -0.051 0.286 -2.382 -0.689 0.019 0.193
C 0.885 -0.768 -2.302 0.355 -0.033 -0.194
Fe -0.267 -3.919 0.547 1.157 1.578 0.693
C -1.870 -3.291 0.990 -3.228 1.995 -0.573
O -2.882 -2.715 1.021 1.868 -1.310 0.392
C -0.053 -5.349 1.554 2.177 -2.931 2.140
O 0.298 -6.316 2.106 -1.274 1.928 -1.121
C -0.629 -4.813 -0.897 -1.734 -1.679 -3.732
O -1.013 -5.397 -1.831 1.002 0.998 1.924
H 2.748 -2.905 0.935 0.010 0.187 -0.089
H 4.122 -2.508 -0.117 -0.214 0.095 0.014
H 3.181 -1.182 0.650 -0.085 -0.245 -0.203
H 0.633 -1.446 1.062 0.112 -0.025 -0.494
H -1.617 -0.303 0.430 0.274 -0.039 -0.125
H -0.233 0.763 0.664 -0.273 -0.525 0.149
H -1.669 1.389 -1.412 0.817 -0.710 -0.201
H -0.186 0.730 -3.370 -0.093 0.008 0.307
H 1.376 -1.144 -3.199 0.038 0.272 0.274
N -0.746 2.679 0.069 -0.604 1.278 0.873
C 0.199 3.624 -0.298 -0.186 0.317 0.371
O 1.018 3.373 -1.198 -0.509 0.314 0.749
C 0.148 4.910 0.400 0.445 0.018 -0.558
C -0.788 5.167 1.369 -0.286 0.025 0.304
C -1.695 4.148 1.720 0.158 0.649 -0.034
C -1.649 2.952 0.989 0.530 -0.536 -0.590
H 0.884 5.637 0.074 -0.147 0.071 0.152
H -0.849 6.151 1.845 0.138 -0.449 -0.104
H -2.428 4.258 2.520 0.196 0.129 -0.287
H -2.411 2.181 1.186 0.446 0.195 -0.062

***

Record 3
42
Properties=species:S:1:pos:R:3:forces:R:3 method="wB97M-V/def2-TZVPD" total_charge=+4 multiplicity=8 energy_ev=-142621.130 s_squared=16.134 homo_lumo_gap_ev="5.9 / 2.7"
I 1.589 -4.236 -0.986 -0.332 0.698 0.207
I 1.641 3.773 -0.847 0.725 1.177 0.025
Ga 0.074 1.789 -0.676 0.554 -2.068 -1.584
Gd 0.537 -1.668 -0.168 0.737 -2.902 -0.842
S 1.111 0.203 -1.989 -0.231 0.928 0.077
C -1.728 -2.024 -1.792 -3.393 -1.384 -2.872
C -1.701 -2.400 1.069 -1.431 -2.938 2.875
C 0.602 0.077 -4.036 -0.745 0.070 -1.890
C 1.425 1.150 -4.732 0.501 0.063 0.784
C -0.900 0.312 -4.167 -0.213 0.102 0.368
C 0.983 -1.332 -4.472 0.428 -0.267 1.083
C -0.964 2.373 0.982 -2.276 2.452 5.091
C -1.832 2.088 -1.724 -3.582 3.064 -2.134
O -2.201 -3.012 1.898 1.239 1.950 -2.604
O -2.609 -2.339 -2.467 3.418 1.218 2.710
O -1.392 2.824 1.953 1.781 -1.814 -4.264
O -2.697 2.659 -2.216 3.176 -2.521 1.828
H 1.164 1.184 -5.801 -0.116 -0.181 0.277
H 2.499 0.937 -4.657 -0.217 0.068 -0.091
H 1.238 2.144 -4.305 -0.042 -0.152 -0.215
H -1.285 -0.256 -5.036 0.247 0.308 0.329
H -1.145 1.372 -4.326 0.114 -0.254 0.006
H -1.447 -0.060 -3.290 0.039 0.041 -0.347
H 0.758 -1.456 -5.547 0.034 0.332 0.364
H 0.416 -2.102 -3.927 0.071 0.171 -0.223
H 2.053 -1.530 -4.325 -0.223 0.039 -0.132
O -2.014 -0.129 1.789 2.112 1.189 0.966
C -0.874 0.002 2.267 -1.757 -0.831 -1.231
N 0.263 0.021 1.469 -0.698 1.467 0.340
S 1.695 -0.036 2.287 0.678 -1.157 -2.065
O 2.279 -1.293 1.745 -1.013 1.641 1.203
O 2.447 1.169 2.127 -0.388 -0.247 0.459
C 0.870 -0.073 3.859 1.602 0.189 1.393
C 1.454 -0.019 5.123 0.169 -0.160 1.081
C 0.603 -0.005 6.237 2.600 -0.001 -0.183
C -0.789 -0.017 6.080 -0.658 -0.107 1.337
C -1.337 -0.021 4.807 -0.678 0.129 -3.122
C -0.503 0.013 3.690 -2.009 -0.363 1.360
H 2.538 -0.011 5.236 -0.223 -0.046 0.114
H 1.021 0.007 7.247 -0.023 0.022 -0.301
H -1.431 -0.026 6.966 0.119 0.018 -0.253
H -2.409 -0.051 4.655 -0.094 0.055 0.071

***

Record 4
39
Properties=species:S:1:pos:R:3:forces:R:3 method="wB97M-V/def2-TZVPD" total_charge=+2 energy_ev=-85196.953 homo_lumo_gap_ev="6.2 / 6.2" e_above_lowest_kcal_mol=0.0
Lu 0.246 -0.063 -0.351 -0.770 1.071 0.778
C -2.780 -4.627 0.137 0.155 0.122 -0.109
S -1.248 -4.713 -0.815 -0.061 -0.125 0.106
C -0.458 -3.223 -0.481 0.402 0.320 0.231
S -1.058 -2.081 0.701 0.339 0.238 -0.174
N 0.668 -3.094 -1.139 0.059 -1.057 -0.561
N 1.234 -1.886 -1.216 0.099 0.240 0.220
C 2.420 -1.770 -1.717 -0.398 -0.334 0.139
C 2.913 -0.436 -2.026 0.137 0.414 -0.086
C 4.151 -0.247 -2.625 -0.087 -0.201 0.120
C 4.545 1.031 -2.988 -0.102 0.131 -0.001
C 3.682 2.091 -2.749 0.096 -0.049 -0.034
C 2.475 1.835 -2.129 -0.106 0.050 0.097
N 2.084 0.609 -1.762 -0.085 -0.290 0.133
H -3.188 -5.635 0.120 0.010 -0.014 -0.010
H -3.471 -3.943 -0.350 -0.050 -0.016 0.068
H -2.588 -4.324 1.161 -0.007 -0.065 0.044
H 3.004 -2.650 -1.965 -0.047 -0.029 -0.089
H 4.790 -1.101 -2.804 -0.008 0.006 -0.026
H 5.502 1.197 -3.462 0.005 -0.016 -0.001
H 3.937 3.100 -3.039 -0.008 0.006 0.013
H 1.784 2.645 -1.926 0.006 0.009 0.010
O 1.408 2.411 3.251 -0.135 0.204 0.292
C 0.810 1.747 2.318 -0.074 -0.317 -0.223
O 1.374 1.053 1.475 0.040 -0.169 -0.455
C -0.683 1.849 2.304 -0.077 0.054 0.068
C -1.472 2.425 3.287 0.063 -0.001 -0.010
C -2.850 2.361 3.123 0.022 0.012 0.018
C -3.383 1.751 1.995 -0.013 -0.033 -0.089
C -2.508 1.229 1.053 0.044 0.045 0.086
N -1.191 1.280 1.221 0.090 -0.225 -0.119
C -2.843 0.562 -0.257 0.201 0.177 0.232
O -4.042 0.178 -0.545 -0.141 -0.064 -0.385
O -1.927 0.375 -1.046 0.301 -0.037 -0.337
H 2.374 2.306 3.248 0.092 -0.109 -0.106
H -1.023 2.897 4.150 -0.012 -0.011 0.007
H -3.504 2.785 3.873 -0.010 0.005 -0.010
H -4.457 1.707 1.866 -0.001 0.009 -0.004
H -4.727 0.369 0.109 0.031 0.046 0.170

***

Record 5
32
Properties=species:S:1:pos:R:3:forces:R:3 method="wB97M-V/def2-TZVPD" energy_ev=-22281.247 homo_lumo_gap_ev=8.5 e_above_lowest_kcal_mol=59.0
C -1.928 3.665 2.976 1.984 -2.144 0.657
C -0.495 3.147 3.266 -1.156 0.036 2.723
O 0.022 3.380 4.350 -0.022 1.237 -0.024
C -0.059 1.944 2.648 0.729 -0.075 -2.596
C 0.458 0.796 3.384 -1.958 0.869 -3.086
N 0.430 -0.242 2.540 -0.142 0.805 -1.363
N 0.029 0.298 1.244 -0.523 0.679 0.285
C -0.091 -0.500 0.031 -0.423 -0.031 -0.098
C 0.785 -1.487 -0.105 3.785 -2.991 -0.588
C 0.921 -2.210 -1.361 -0.453 -0.070 1.294
C 1.956 -3.124 -1.685 -2.647 0.465 -2.342
C 1.964 -3.775 -2.891 -1.627 1.352 0.047
C 0.917 -3.530 -3.809 1.535 -1.232 -1.307
C -0.007 -2.584 -3.540 0.270 -1.898 -1.006
C -0.069 -1.999 -2.326 0.769 1.523 1.481
C -0.998 -0.977 -2.108 0.098 1.375 2.780
N -1.015 -0.256 -0.985 0.032 0.307 0.195
C -0.222 1.667 1.263 1.290 -3.288 3.241
C -0.435 2.500 0.070 -0.689 -0.769 -0.769
H -2.249 4.307 3.719 -0.331 1.772 1.216
H -2.114 3.946 2.008 -0.305 1.168 -2.348
H -2.522 2.780 3.098 -0.373 -0.723 0.115
H 0.639 0.838 4.474 0.046 -0.657 -1.019
H 1.606 -1.798 0.625 -1.519 1.032 -0.622
H 2.711 -3.404 -1.105 2.943 -0.450 3.083
H 2.773 -4.389 -3.168 0.722 -0.852 -0.118
H 0.975 -4.101 -4.762 -0.382 0.722 0.657
H -0.777 -2.359 -4.190 -1.344 0.329 -1.604
H -1.704 -0.732 -2.891 -0.223 0.145 0.144
H -1.415 2.298 -0.354 -0.208 0.220 0.035
H 0.242 2.410 -0.784 0.326 -0.687 0.446
H -0.328 3.493 0.366 -0.205 1.831 0.492

***

Record 6
35
Properties=species:S:1:pos:R:3:forces:R:3 method="wB97M-V/def2-TZVPD" multiplicity=3 energy_ev=-30972.252 s_squared=2.006 homo_lumo_gap_ev="8.4 / 7.0"
Pd 0.057 -1.637 -0.412 0.094 0.194 -0.062
O 0.744 -5.131 -2.500 -0.040 0.092 0.044
C 0.769 -4.063 -1.924 0.271 -0.093 -0.113
O -0.215 -3.492 -1.320 -0.150 0.286 0.234
C 2.087 -3.289 -1.901 -0.060 -0.040 0.000
C 3.187 -3.746 -2.606 0.030 -0.031 -0.010
C 4.351 -2.999 -2.585 -0.074 0.032 0.053
C 4.381 -1.824 -1.846 0.051 -0.023 -0.022
C 3.246 -1.442 -1.156 -0.002 0.045 0.094
N 2.124 -2.160 -1.189 -0.399 0.095 0.085
H 3.091 -4.674 -3.153 -0.006 0.014 -0.004
H 5.225 -3.322 -3.135 0.001 -0.008 0.001
H 5.270 -1.211 -1.805 -0.016 0.012 0.030
H 3.223 -0.543 -0.553 -0.003 0.025 -0.034
C -2.901 4.664 -1.142 -0.006 0.049 -0.089
O -2.808 4.431 0.253 -0.028 0.055 0.016
C -2.276 3.262 0.656 0.108 -0.245 0.057
C -2.235 3.065 2.054 -0.041 0.102 0.176
C -1.748 1.894 2.547 -0.042 0.059 -0.006
C -1.243 0.869 1.712 0.043 -0.241 -0.399
C -0.767 -0.357 2.287 0.022 0.372 0.194
C -1.127 -0.681 3.719 0.170 -0.053 -0.066
O -0.046 -1.187 1.701 -0.063 -0.400 -0.259
C -1.246 1.081 0.295 -0.071 0.118 0.342
O -0.829 0.239 -0.588 0.224 -0.423 -0.168
C -1.795 2.295 -0.192 0.074 0.012 -0.224
H -3.385 5.630 -1.253 0.003 -0.004 0.004
H -3.504 3.896 -1.632 -0.001 0.005 0.026
H -1.912 4.697 -1.604 -0.003 -0.009 0.023
H -2.592 3.851 2.706 -0.013 -0.014 -0.023
H -1.717 1.758 3.620 -0.041 0.002 -0.019
H -2.167 -0.438 3.925 0.002 -0.003 0.047
H -0.491 -0.108 4.397 -0.033 0.000 0.029
H -0.949 -1.740 3.890 0.017 0.015 0.002
H -1.800 2.412 -1.266 -0.018 0.004 0.042